Entry from the Open Molecules 2025 dataset: C5H6FNS in the gas phase (ωB97M-V/def2-TZVPD).

* multiplicity: 1
* highest occupied orbital energy: -8.792 eV
* energy above the lowest of the compared OMol25 structures with the same formula, charge and spin: 238.1 kJ/mol
* SMILES string: C#CSC/N=C(/C)F
* Kohn-Sham gap: 0.3481 Ha

XYZ file:
```
14
Properties=species:S:1:pos:R:3:forces:R:3:mulliken_charge:R:1
C -0.6734 2.7157 -1.1375 -1.20 -2.54 0.91 0.032
C -1.2699 1.7319 -0.7458 -0.77 0.74 -1.25 -0.387
C 0.6871 -0.6723 0.1925 0.98 1.12 1.16 0.749
C -1.4358 -0.2754 0.9238 -2.21 3.09 1.33 -0.527
C 1.7611 -1.5396 -0.3330 1.44 -1.99 1.14 -1.105
N -0.4608 -1.0793 0.3932 0.16 -1.57 -0.45 -0.388
F 1.0677 0.6408 0.6243 -0.01 -2.09 -0.87 -0.261
S -2.4393 0.5237 -0.4744 1.59 0.32 0.86 -0.102
H -0.2367 3.6240 -1.0075 1.16 2.02 -0.26 0.372
H -2.3045 -0.6751 1.4533 0.65 -1.21 0.01 0.385
H -1.0528 0.5287 1.6421 -0.46 -0.73 -1.28 0.308
H 2.7606 -1.5240 0.1491 -0.85 0.53 0.57 0.315
H 1.5245 -2.6389 -0.3767 -0.52 1.27 0.45 0.307
H 2.0722 -1.3602 -1.3032 0.04 1.03 -2.31 0.302
```
Positions in Å, forces in eV/Å.

Entry from the Open Molecules 2025 dataset: a molecular structure, C45H60BN6O5PS5Tl (ωB97M-V/def2-TZVPD).

* multiplicity: 2
* highest occupied orbital energy (alpha / beta): -7.101 / -7.461 eV
* energy above the lowest of the compared OMol25 structures with the same formula, charge and spin: 182.5 kJ/mol
* Kohn-Sham gap (alpha / beta): 0.2156 / 0.2224 Ha

XYZ file:
```
124
Properties=species:S:1:pos:R:3:forces:R:3:lowdin_spin:R:1
Tl -0.5834 1.2183 -2.0154 -0.10 0.07 -0.04 0.000
C 1.2237 3.9139 0.1003 -0.01 0.02 0.01 0.003
C 1.4323 2.4886 0.5059 0.00 0.00 0.11 0.001
C 2.5991 1.8212 0.2469 0.10 0.15 0.02 -0.001
C 2.7326 0.4862 0.6375 0.02 -0.05 0.09 0.000
N 1.7231 -0.1534 1.1923 0.03 -0.09 0.05 0.001
N 0.5711 0.4579 1.4317 -0.16 -0.22 -0.29 0.024
B -0.8331 -1.0132 1.8853 1.65 1.11 -0.43 0.057
N 0.0888 -2.1974 1.6139 -0.38 -0.31 0.21 -0.001
N 0.9693 -2.9089 2.2963 -0.04 0.03 -0.02 0.002
C 1.5277 -3.8861 1.6232 -0.03 -0.09 -0.09 0.000
C 1.2294 -4.1253 0.2504 -0.02 -0.08 0.03 0.005
C 0.3165 -3.3786 -0.4451 0.03 0.09 0.10 0.000
C -0.0496 -3.5432 -1.8805 -0.01 -0.01 0.00 0.000
C -0.2749 -2.3851 0.3496 -0.04 -0.21 -0.15 0.007
S -1.5320 -1.1933 0.1448 -0.38 -0.20 -0.23 0.003
C 2.4831 -4.8010 2.3691 0.04 -0.02 -0.02 0.000
C 2.6807 -4.3295 3.8079 0.03 0.03 0.00 0.000
C 1.8738 -6.2116 2.3790 0.04 -0.01 0.03 0.000
C 3.8427 -4.8308 1.6572 0.03 0.07 0.02 0.000
N -1.2802 -0.5505 3.1466 -0.63 -0.35 0.55 0.173
N -0.7201 -1.1992 4.2265 -0.09 0.08 0.01 0.153
C -1.0970 -0.8127 5.4084 0.03 -0.01 0.01 0.014
C -2.0365 0.2323 5.6211 -0.03 -0.02 0.02 0.228
C -2.5453 0.9330 4.5371 -0.02 0.05 -0.05 0.021
C -3.4595 2.1057 4.7278 0.01 0.02 -0.01 -0.006
C -2.1473 0.5330 3.2761 -0.04 0.10 -0.09 0.222
S -2.5834 1.3064 1.7655 -0.25 -0.16 0.23 0.029
C -0.4829 -1.5482 6.5910 -0.04 0.02 -0.01 -0.005
C 0.1531 -0.5287 7.5448 0.03 0.00 0.00 0.000
C -1.6005 -2.3102 7.3164 0.01 0.00 0.02 0.000
C 0.5831 -2.5386 6.1288 -0.01 0.02 0.01 0.001
C 0.4114 1.7382 1.1312 -0.25 0.18 -0.12 0.005
S -1.0774 2.6699 1.4697 0.40 -0.14 0.14 0.049
C 4.0420 -0.2911 0.5548 0.00 0.03 -0.04 0.000
C 5.0872 0.4622 -0.2670 -0.01 0.02 -0.04 0.000
C 4.5435 -0.4695 1.9970 -0.02 0.01 -0.01 0.000
C 3.8166 -1.6679 -0.0743 -0.12 0.03 -0.09 0.000
H 2.1718 4.3751 -0.1688 -0.01 -0.04 -0.06 0.000
H 0.7677 4.5013 0.8974 0.01 0.01 0.07 0.001
H 0.5595 3.9568 -0.7695 0.03 -0.01 0.03 0.000
H 3.4034 2.3315 -0.2631 -0.05 0.00 -0.03 0.000
H 1.7368 -4.9377 -0.2548 0.02 0.00 0.00 0.000
H 0.3103 -4.4935 -2.2697 0.00 0.01 -0.01 0.000
H 0.3865 -2.7315 -2.4692 0.00 0.01 -0.01 0.000
H -1.1311 -3.4841 -2.0137 0.00 -0.01 0.01 0.000
H 1.7459 -4.3448 4.3663 0.04 -0.01 -0.04 0.000
H 3.0708 -3.3104 3.8458 -0.01 -0.05 -0.02 0.000
H 3.3926 -4.9924 4.3020 0.00 -0.01 0.01 0.000
H 0.9265 -6.2237 2.9209 0.00 0.01 0.00 0.000
H 2.5593 -6.9006 2.8748 -0.01 0.00 0.01 0.000
H 1.6949 -6.5901 1.3713 0.02 0.00 -0.01 0.000
H 4.2791 -3.8310 1.6004 -0.02 -0.11 0.04 0.000
H 3.7742 -5.2295 0.6439 -0.01 0.01 -0.02 0.000
H 4.5264 -5.4708 2.2165 0.00 -0.02 0.00 0.000
H -2.3344 0.4979 6.6247 0.00 0.01 0.00 0.014
H -3.8637 2.1090 5.7382 -0.01 0.01 0.00 0.000
H -4.2813 2.0935 4.0138 0.00 -0.01 0.02 -0.001
H -2.9115 3.0378 4.5754 0.00 0.00 0.00 -0.003
H -0.5882 0.1346 7.9916 0.00 0.00 -0.01 0.001
H 0.8909 0.0854 7.0248 0.00 -0.01 0.00 0.000
H 0.6604 -1.0534 8.3561 -0.01 0.00 0.01 0.000
H -2.3800 -1.6390 7.6800 0.00 0.00 0.00 0.001
H -1.1869 -2.8413 8.1756 0.00 0.00 0.00 0.000
H -2.0640 -3.0425 6.6530 0.00 0.00 0.00 0.000
H 1.3970 -2.0347 5.6063 -0.02 0.00 0.00 0.001
H 0.1668 -3.2764 5.4439 -0.03 0.02 0.02 0.000
H 0.9912 -3.0559 6.9992 0.01 -0.01 0.00 0.000
H 5.3645 1.4134 0.1920 0.00 0.00 0.01 0.000
H 4.7350 0.6513 -1.2833 -0.04 0.00 -0.01 0.000
H 5.9917 -0.1433 -0.3343 0.01 -0.01 0.01 0.000
H 4.6953 0.4961 2.4853 0.01 0.00 -0.01 0.000
H 5.4961 -1.0033 1.9973 0.00 -0.01 -0.01 0.000
H 3.8185 -1.0369 2.5846 0.01 0.00 -0.01 0.000
H 3.4339 -1.5816 -1.0927 0.06 0.07 0.01 0.000
H 3.0966 -2.2410 0.5066 0.08 0.07 0.03 0.000
H 4.7631 -2.2126 -0.1041 -0.01 0.00 0.02 0.000
O -3.7173 1.2026 -1.2584 -0.01 -0.06 -0.12 0.000
C -3.9473 1.6498 -2.6098 -0.03 0.05 0.24 0.000
C -3.4374 0.5281 -3.5932 -0.03 0.03 -0.17 0.000
O -4.1441 0.1910 -4.5341 -0.08 0.01 -0.01 0.000
O -2.2799 0.0757 -3.3200 0.14 -0.06 0.19 0.000
C -3.0871 2.8968 -2.7641 0.02 0.00 -0.05 0.000
C -2.9231 3.7594 -1.6832 -0.08 0.04 -0.01 0.000
C -2.0903 4.8636 -1.7847 0.00 -0.03 -0.01 0.000
C -1.4150 5.1215 -2.9705 0.01 0.00 0.03 0.000
C -1.5943 4.2802 -4.0578 0.03 0.00 -0.04 0.000
C -2.4295 3.1760 -3.9582 -0.01 -0.01 0.01 0.000
C -5.4123 2.0271 -2.7919 -0.04 0.00 -0.06 0.000
C -5.9081 2.3569 -4.0529 0.02 0.02 0.02 0.000
C -7.2298 2.7361 -4.2109 0.00 0.01 -0.02 0.000
C -8.0827 2.8013 -3.1157 0.01 0.00 0.01 0.000
C -7.5946 2.4928 -1.8579 0.01 0.01 -0.02 0.000
C -6.2665 2.1128 -1.6988 0.02 -0.03 0.02 0.000
H -4.1454 0.3415 -1.1837 0.04 -0.03 0.04 0.000
H -3.4479 3.5549 -0.7587 0.03 -0.02 0.00 0.000
H -1.9607 5.5192 -0.9316 -0.01 0.01 0.00 0.000
H -0.7436 5.9670 -3.0440 0.00 0.01 -0.01 0.000
H -1.0619 4.4664 -4.9811 0.02 -0.01 0.00 0.000
H -2.5416 2.5060 -4.8026 0.02 0.00 -0.01 0.000
H -5.2570 2.2969 -4.9122 0.00 -0.01 -0.01 0.000
H -7.5993 2.9778 -5.1996 0.00 0.01 0.00 0.000
H -9.1161 3.0969 -3.2446 0.00 0.00 0.00 0.000
H -8.2428 2.5523 -0.9923 0.00 -0.01 0.00 0.000
H -5.8902 1.8916 -0.7090 0.00 -0.01 0.01 0.000
C 4.9314 1.5349 -6.6266 0.01 0.01 0.00 0.000
C 3.9147 2.0806 -5.6503 -0.06 0.02 -0.09 0.000
O 3.3202 0.9640 -4.9729 0.03 -0.05 0.13 0.000
P 2.0366 1.1846 -4.0273 0.05 -0.01 -0.20 0.000
S 1.8218 -0.5099 -3.0122 -0.02 0.01 0.08 0.000
S 2.0917 2.8825 -3.0406 0.13 0.00 -0.03 0.000
O 0.8197 1.3457 -5.0717 -0.04 0.06 0.06 0.000
C 0.5421 0.3175 -6.0438 0.03 0.01 -0.01 0.000
C -0.8940 0.4563 -6.4865 0.00 0.02 -0.01 0.000
H 5.5253 2.3496 -7.0435 -0.02 0.00 -0.02 0.000
H 4.4468 1.0052 -7.4467 -0.01 -0.02 0.02 0.000
H 5.6022 0.8411 -6.1198 0.02 0.02 0.01 0.000
H 3.1357 2.6518 -6.1622 0.01 0.02 -0.01 0.000
H 4.3738 2.7379 -4.9107 0.01 -0.02 0.02 0.000
H 0.7270 -0.6609 -5.5951 -0.03 0.01 0.03 0.000
H 1.2388 0.4537 -6.8751 0.00 -0.04 -0.01 0.000
H -1.5684 0.3567 -5.6361 0.00 -0.05 -0.01 0.000
H -1.1338 -0.3296 -7.2048 -0.01 0.01 -0.01 0.000
H -1.0585 1.4216 -6.9692 0.00 0.00 0.01 0.000
```
Positions in Å, forces in eV/Å.

Table of maximum force (eV/Å), in record order: 4.03; 2.03